Arrangement i

{
  "formula": "C6H8N4O2",
  "method": "ωB97M-V/def2-TZVPD",
  "e_homo_ev": [-7.50, -7.50],
  "spin_multiplicity": 1,
  "gap_ha": [0.27305, 0.27308],
  "elements": ["C", "C", "C", "C", "C", "C", "N", "N", "N", "N", "O", "O", "H", "H", "H", "H", "H", "H", "H", "H"],
  "positions_angstrom": [[-2.54663, -0.14459, -0.20134], [-1.89941, -0.84364, 0.94891], [-0.18202, 1.73150, 0.61919], [1.53184, -0.59205, 0.05724], [-0.54080, -0.13861, -1.35904], [0.09820, -0.51470, 0.01028], [-1.95096, 0.18142, -1.29808], [-0.61474, -1.06215, 1.00348], [0.65494, 2.25859, -0.21396], [2.22145, -1.35206, 0.98825], [-0.98947, 1.66715, 1.44009], [2.16431, 0.21620, -0.69572], [-3.50950, 0.00176, 0.01902], [-2.37442, -1.26790, 1.82958], [-0.10930, 0.63555, -1.83285], [-0.56184, -1.06819, -1.98212], [1.44450, 1.65847, -0.63654], [0.45765, 3.08523, -0.76931], [1.49841, -1.94274, 1.40915], [3.10931, -1.66555, 0.75011]],
  "lowdin_charge": [-0.126, -0.113, -0.272, -0.452, -0.166, -0.285, 0.067, 0.074, 0.185, 0.174, 0.197, -0.060, 0.059, 0.102, 0.054, 0.139, 0.105, 0.144, 0.095, 0.078]
}


Arrangement ii

{
  "formula": "C6H8N4O2",
  "method": "ωB97M-V/def2-TZVPD",
  "e_homo_ev": [-7.83, -7.89],
  "spin_multiplicity": 1,
  "gap_ha": [0.27547, 0.28117],
  "elements": ["C", "C", "C", "C", "C", "C", "N", "N", "N", "N", "O", "O", "H", "H", "H", "H", "H", "H", "H", "H"],
  "positions_angstrom": [[-0.46896, -0.01316, 0.11334], [3.07569, 0.92472, 0.11698], [-3.31512, -0.60289, -0.28014], [-1.59610, 0.72728, -0.50817], [-1.72897, 0.28471, 0.87275], [2.24926, -1.11113, -0.06871], [0.70859, 0.66835, 0.38182], [4.06390, -0.03080, -0.37221], [3.49927, -1.16097, -0.31987], [1.85540, 0.15386, 0.20396], [-2.42298, -0.21156, -1.23217], [-2.56593, -0.78278, 0.90289], [-0.44060, -1.00013, -0.29469], [3.37561, 1.35250, 1.06616], [3.04317, 1.63272, -0.69278], [-4.07852, 0.29033, -0.22086], [-3.83599, -1.61363, -0.48180], [-1.49268, 1.63029, -0.90498], [-1.67810, 0.95160, 1.83070], [1.75305, -2.08930, -0.11224]],
  "lowdin_charge": [-0.198, -0.129, -0.244, -0.142, -0.236, -0.171, 0.110, -0.002, -0.028, -0.102, -0.033, -0.022, 0.149, 0.135, 0.128, 0.166, 0.167, 0.120, 0.200, 0.133]
}


Energy ordering: arrangement i at the bottom, the next structure 370.4 kJ/mol above.